Arrangement i

2 unconnected molecules or ions with the total composition C2H7N2S, computed with the ωB97M-V functional and the def2-TZVPD basis.

Computed properties:
M: 91.16 g mol⁻¹
Kohn-Sham gap: 0.2577 hartree

Geometry as ORCA input:
```
! RIJCOSX wB97M-V def2-TZVPD def2/J DEFGRID3
* xyz -1 1
C -0.8044 -1.6836 -1.8515
S 0.9841 -1.3889 -1.5285
H -0.8743 -1.9939 -2.8954
H -1.4885 -0.8639 -1.6217
H -1.3642 -2.4386 -1.2525
N -0.0146 0.2583 0.9712
C 0.6105 1.4550 1.0966
N 0.6676 2.0184 2.2680
H -0.2776 0.0697 1.9338
H 0.2184 -0.3035 0.1133
H 0.9107 2.2073 0.3550
H 1.4323 2.6636 2.4116
*
```

---

Arrangement ii

2 unconnected molecules or ions with the total composition C2H7N2S, computed with the ωB97M-V functional and the def2-TZVPD basis.

Computed properties:
M: 91.16 g mol⁻¹
Kohn-Sham gap: 0.2521 hartree

Geometry as ORCA input:
```
! RIJCOSX wB97M-V def2-TZVPD def2/J DEFGRID3
* xyz -1 1
C 2.6553 0.2489 0.9448
S 1.4801 1.5537 0.2863
H 3.0988 -0.2880 0.1176
H 2.0972 -0.5634 1.4637
H 3.2033 0.8116 1.6883
N -0.8165 -0.5210 -1.0876
C -2.0294 -0.0760 -0.6451
N -3.1076 -0.7270 -0.3755
H -0.8894 -1.4285 -1.5221
H -0.1314 0.1959 -0.8111
H -1.9126 0.9639 -0.3363
H -3.6479 -0.1701 0.2770
*
```

---

Each structure's energy above the most stable one, in eV: arrangement i 0.284; arrangement ii 0.000.

---

Arrangement i

A single C7H12NO2P molecule, computed with the ωB97M-V functional and the def2-TZVPD basis.

Computed properties:
Structure (SMILES): C=C[C@@H]1C[C@]1(N)[P@](=O)(O)C=C
M: 173.15 g mol⁻¹
Kohn-Sham gap: 0.3587 hartree

Geometry as ORCA input:
```
! RIJCOSX wB97M-V def2-TZVPD def2/J DEFGRID3
* xyz 0 1
C 2.9324 1.5458 0.5520
C -3.4061 -0.0110 -0.8038
C 2.0684 0.8254 -0.1893
C -2.7382 0.2451 0.3600
C 0.8996 -1.0906 -1.4547
C 1.6164 -0.5663 -0.1609
C 0.1369 -0.8201 -0.1036
N -0.1232 -1.8367 0.8135
O -0.6822 1.7611 -0.9481
O -0.5598 1.0036 1.6736
P -0.9156 0.6962 0.0919
H 3.0799 2.6621 0.5076
H 3.4239 1.1006 1.4293
H -4.3437 -0.4875 -0.7402
H -3.0933 0.3968 -1.8378
H 1.5022 1.2998 -1.0548
H -2.9724 -0.2181 1.3198
H 0.7307 -0.4419 -2.3219
H 1.0227 -2.1499 -1.7099
H 2.1339 -1.3250 0.2902
H 0.3811 1.1559 1.7554
H -1.1507 -2.0291 0.7177
H 0.0571 -1.7163 1.8139
*
```

---

Arrangement ii

A single C7H12NO2P molecule, computed with the ωB97M-V functional and the def2-TZVPD basis.

Computed properties:
Structure (SMILES): C=C[C@@H]1C[C@]1(N)[P@](=O)(O)C=C
M: 173.15 g mol⁻¹
Kohn-Sham gap: 0.3338 hartree

Geometry as ORCA input:
```
! RIJCOSX wB97M-V def2-TZVPD def2/J DEFGRID3
* xyz 0 1
C 1.5277 -2.9875 0.5497
C -2.4954 2.1538 0.7605
C 1.7702 -1.7866 0.0850
C -1.1941 2.4186 0.7306
C 1.1989 0.2228 -1.7044
C 0.9902 -1.1232 -1.0019
C -0.0107 -0.0904 -0.9220
N -1.3244 -0.1261 -1.4674
O 1.2126 1.6384 1.6457
O -0.7108 -0.0388 2.0930
P -0.0284 1.0610 1.0485
H 2.2529 -3.4062 1.2739
H 0.7808 -3.5814 0.1877
H -3.3969 2.7135 0.5951
H -2.8851 1.2053 1.1790
H 2.6496 -1.1082 0.3100
H -0.7346 3.3676 0.5210
H 2.0479 0.9018 -1.3029
H 1.1182 0.2704 -2.8199
H 0.7994 -1.9609 -1.7610
H 0.0374 -0.1409 2.7148
H -2.0743 -0.4078 -0.8288
H -1.5310 0.8047 -1.8860
*
```

---

Each structure's energy above the most stable one, in eV: arrangement i 0.000; arrangement ii 0.974.

---

Arrangement i

2 unconnected molecules or ions with the total composition C9H17N4, computed with the ωB97M-V functional and the def2-TZVPD basis.

Computed properties:
M: 181.26 g mol⁻¹
Kohn-Sham gap: 0.2440 hartree

Geometry as ORCA input:
```
! RIJCOSX wB97M-V def2-TZVPD def2/J DEFGRID3
* xyz 1 1
C 1.9861 -3.7547 -1.6706
C 3.1101 -4.2122 -0.9291
C 1.3953 -2.5199 -1.4913
C -3.1549 1.5566 -0.1599
C -2.0073 2.6592 -0.1432
C -2.9398 0.7431 1.0533
C -0.9673 2.1167 0.8557
C 1.2820 -0.3318 -0.7626
C 0.3597 2.4453 1.2777
N 1.8332 -1.4977 -0.7061
N -1.5628 1.0539 1.4333
N 1.7240 0.7151 -0.1821
N 3.6256 -3.6173 0.1506
H 1.5302 -4.3654 -2.5587
H 3.5056 -5.1550 -1.3281
H 0.5318 -2.2825 -2.0832
H -4.0701 2.1071 -0.0856
H -2.9621 0.8558 -0.9775
H -1.6477 2.8208 -1.1693
H -2.2658 3.6246 0.1606
H -3.5714 1.2374 1.8063
H -3.0092 -0.2760 0.7923
H 0.2943 -0.2041 -1.3714
H 0.6631 2.0101 2.2733
H 0.7401 3.3558 0.9088
H -1.1568 0.4935 2.1617
H 1.1108 1.4223 0.2174
H 2.5655 0.4992 0.3490
H 3.2228 -2.7330 0.5564
H 4.1697 -4.2204 0.6745
*
```

---

Arrangement ii

A gas-phase ion, C9H17N4 (charge +1), computed with the ωB97M-V functional and the def2-TZVPD basis.

Computed properties:
Structure (SMILES): [H]/N=C1\N=[N+]=C(C(C)C)[C@@H](C(C)C)N1
M: 181.26 g mol⁻¹
Kohn-Sham gap: 0.3166 hartree

Geometry as ORCA input:
```
! RIJCOSX wB97M-V def2-TZVPD def2/J DEFGRID3
* xyz 1 1
C 2.7236 0.4273 -0.2755
C 0.3984 0.6051 -0.4120
C 0.7176 -0.7339 0.1976
C -0.6659 1.6839 1.5871
C -1.1187 2.4747 -0.8432
C -1.0152 -2.1576 1.1106
C -0.7708 -2.1060 -1.3498
C -0.8278 1.3528 0.1575
C -0.0423 -2.0450 -0.0228
N 2.5131 0.2143 1.0949
N 1.5793 -0.6243 1.1465
N 2.8063 -0.2748 -1.2651
N 1.5552 1.4144 -0.4274
H 0.5440 0.2727 -1.4733
H -0.4894 0.8579 2.1223
H -1.6103 2.1529 1.7922
H 0.1523 2.3389 1.8146
H -1.4456 2.1648 -1.7784
H -0.3735 3.2884 -0.6921
H -1.9819 2.9247 -0.5247
H -0.5835 -1.6349 1.9100
H -1.3227 -3.1538 1.2525
H -1.9997 -1.7372 0.9731
H -0.0607 -1.8127 -2.2530
H -1.8408 -1.6186 -1.4249
H -1.0047 -3.0920 -1.6080
H -1.7115 0.5974 0.1560
H 0.7643 -2.9173 0.1101
H 3.5216 -1.0016 -1.3485
H 1.5893 2.1394 0.2738
*
```

---

Each structure's energy above the most stable one, in eV: arrangement i 0.000; arrangement ii 4.684.

---

Arrangement i

2 unconnected molecules or ions with the total composition C10H13NO3, computed with the ωB97M-V functional and the def2-TZVPD basis.

Computed properties:
M: 195.22 g mol⁻¹
Kohn-Sham gap: 0.3354 hartree

Geometry as ORCA input:
```
! RIJCOSX wB97M-V def2-TZVPD def2/J DEFGRID3
* xyz 0 1
C 3.3253 1.0903 -0.1092
C 2.6035 0.3161 0.8705
C 2.5842 1.5378 -1.1888
C 1.3235 0.0830 0.8517
C 1.1834 1.4592 -1.0893
C 0.5672 0.7724 -0.0494
C -0.7575 -1.6666 -0.9005
C -1.5242 0.2084 1.9299
C -1.6140 -0.3443 -0.9293
C -0.9647 0.6867 -0.0149
N -1.6909 1.9580 -0.0120
O -1.1534 2.9270 0.5044
O -2.8951 1.9373 -0.3608
O -2.8769 -0.5859 -0.6453
H 4.4057 1.0841 -0.1109
H 3.1568 -0.1599 1.6526
H 3.0001 1.9736 -2.1371
H 0.9892 -0.7042 1.5480
H 0.5735 1.7683 -1.8507
H -1.3386 -2.5000 -1.3130
H -0.3768 -1.7809 0.0942
H -0.0039 -1.5320 -1.6359
H -2.6418 0.3709 1.9244
H -0.9827 -0.7177 1.9832
H -1.1647 0.9707 2.4839
H -1.6191 0.0479 -2.0873
H -3.4607 0.0706 -1.0522
*
```

---

Arrangement ii

A single C10H13NO3 molecule, computed with the ωB97M-V functional and the def2-TZVPD basis.

Computed properties:
Structure (SMILES): C=C1OC=C2NC(=O)[C@H](CCC)[C@H]2O1
M: 195.22 g mol⁻¹
Kohn-Sham gap: 0.3324 hartree

Geometry as ORCA input:
```
! RIJCOSX wB97M-V def2-TZVPD def2/J DEFGRID3
* xyz 0 1
C -2.8561 0.0761 -1.4329
C 1.2010 -1.9476 -1.5447
C -3.7725 1.0013 -1.1554
C -1.9992 -1.6629 -2.8229
C 0.5705 -0.7193 -0.7732
C -0.8714 -0.9893 -0.8059
C -0.9778 -1.7600 -2.0556
C 2.2837 1.3694 1.9522
C 1.2332 -0.4994 0.5767
C 1.2149 0.9953 0.8974
N 0.1638 -2.5217 -2.1879
O 2.3281 -2.3618 -1.4357
O -3.0766 -0.8614 -2.4261
O -1.6800 0.2016 -0.7526
H -4.6225 0.8629 -1.6621
H -3.5173 1.6293 -0.3694
H -2.4115 -2.0130 -3.7563
H 0.7518 0.2279 -1.4001
H -1.0545 -1.5443 0.1585
H 3.0966 0.6491 1.8047
H 1.9931 1.1521 2.9575
H 2.6581 2.3416 1.7241
H 0.7688 -1.1796 1.3276
H 2.2357 -0.8010 0.6047
H 1.6323 1.5244 0.0978
H 0.1857 1.3303 1.2940
H 0.1778 -3.3556 -2.7371
*
```

---

Each structure's energy above the most stable one, in eV: arrangement i 3.399; arrangement ii 0.000.